# 1
{
  "formula": "C2H7OS",
  "method": "wB97M-V/def2-TZVPD",
  "species": ["O", "H", "C", "S", "C", "H", "H", "H", "H", "H", "H"],
  "coordinates": [[-2.95781, -1.28212, -2.46728], [-2.05330, -1.47580, -2.19027], [0.28877, -0.99577, 0.60095], [1.50936, 0.27598, 0.58385], [0.46795, 1.75776, 0.94382], [-0.74629, -0.72702, 0.76833], [0.62268, -2.00561, 0.77648], [-3.12332, -0.52597, -1.87730], [-0.20838, 1.71083, 0.07918], [1.08653, 2.64414, 0.87676], [-0.12688, 1.58944, 1.84267]],
  "atomic_forces_ev_per_a": [[0.022, 0.624, 0.494], [0.313, -0.324, -0.043], [-0.465, 0.058, -0.729], [0.166, 0.607, 0.375], [0.054, -1.780, -1.082], [0.048, 0.061, 0.136], [0.085, 0.046, 0.374], [-0.192, -0.306, -0.339], [-0.228, 0.489, 0.234], [-0.028, 0.174, 0.344], [0.224, 0.352, 0.237]],
  "nbo_charge": [-0.975, 0.466, -1.216, 0.089, -0.752, 0.166, 0.183, 0.459, 0.188, 0.200, 0.192],
  "e_lumo_ev": 3.99,
  "total_charge": -1,
  "e_homo_ev": -0.5,
  "relative_energy_kcal_mol": 69.2
}


# 2
{
  "formula": "C2H7OS2",
  "method": "wB97M-V/def2-TZVPD",
  "species": ["C", "O", "H", "H", "H", "C", "S", "S", "H", "H", "H", "H"],
  "coordinates": [[2.44523, -0.80736, 0.25901], [3.29509, 0.04497, 0.34895], [2.25234, -1.51513, 1.08502], [-0.98193, -0.89120, -3.79795], [1.87766, -0.93979, -0.67016], [-1.70971, 1.70188, -0.66880], [-1.63092, -0.10466, -0.49711], [-0.33446, -0.39045, 1.06978], [-2.53669, 1.93874, -1.36394], [-0.77334, 2.05958, -1.12166], [-1.96693, 2.17499, 0.28620], [-0.55134, -0.29294, -3.93255]],
  "atomic_forces_ev_per_a": [[-0.099, -0.050, 0.027], [0.351, 0.278, 0.096], [-0.089, -0.005, -0.201], [0.166, 0.237, -0.041], [-0.160, -0.215, 0.026], [-0.334, -0.044, -0.485], [-0.215, 0.066, -0.052], [0.056, 0.058, 0.170], [0.279, -0.181, 0.108], [-0.242, 0.164, 0.482], [0.439, -0.076, -0.130], [-0.152, -0.231, 0.001]],
  "nbo_charge": [0.274, -0.599, 0.111, 0.006, 0.119, -0.758, -0.029, -0.713, 0.191, 0.200, 0.207, -0.009],
  "e_lumo_ev": 3.83,
  "total_charge": -1,
  "e_homo_ev": -2.4,
  "relative_energy_kcal_mol": 37.4
}


# 3
{
  "formula": "C2H7OS2",
  "method": "wB97M-V/def2-TZVPD",
  "species": ["C", "O", "H", "H", "H", "C", "S", "S", "H", "H", "H", "H"],
  "coordinates": [[-0.71299, -1.21190, 1.26924], [-0.60998, -0.72721, 2.36846], [-1.68803, -1.49722, 0.85372], [3.84894, -0.29252, 4.03692], [0.23598, -1.30358, 0.72809], [-1.41788, 0.47859, -2.14960], [0.28291, 0.76706, -1.29675], [1.13556, 2.18690, -2.51094], [-1.98917, 1.39319, -2.06546], [-1.03026, 0.29706, -3.14660], [-1.86193, -0.40248, -1.69133], [3.80687, 0.31211, 3.60424]],
  "atomic_forces_ev_per_a": [[1.118, 0.743, 0.771], [-0.708, -0.154, 0.328], [-0.008, -0.111, -0.253], [0.000, 0.099, -0.062], [-0.377, -0.426, -0.809], [2.358, 0.175, 0.638], [-1.183, -0.200, -0.193], [-0.038, 0.006, -0.037], [-0.239, -0.005, -0.061], [-0.676, -0.061, -0.309], [-0.245, 0.033, -0.073], [-0.003, -0.100, 0.059]],
  "nbo_charge": [0.265, -0.530, 0.105, -0.014, 0.141, -0.730, -0.103, -0.746, 0.202, 0.217, 0.180, 0.014],
  "e_lumo_ev": 3.54,
  "total_charge": -1,
  "e_homo_ev": -2.2,
  "relative_energy_kcal_mol": 47.9
}


# 4
{
  "formula": "C2H7PS",
  "method": "wB97M-V/def2-TZVPD",
  "species": ["C", "C", "P", "S", "H", "H", "H", "H", "H", "H", "H"],
  "coordinates": [[0.22798, 1.37885, -0.13625], [2.07546, -0.67872, 0.15295], [0.30920, -0.14129, 0.58942], [-3.84561, 0.01840, 0.09493], [-3.62490, -1.26808, 0.73935], [0.98844, 1.61258, -0.94823], [-0.81264, 1.75698, -0.13996], [1.96472, -1.51531, -0.63723], [2.71571, 0.05162, -0.42849], [2.56480, -1.31647, 0.92664], [-2.56316, 0.10145, -0.21312]],
  "atomic_forces_ev_per_a": [[-0.155, -1.930, -1.052], [-0.240, -1.767, -1.900], [1.497, 1.010, -0.324], [-0.109, -2.134, 1.160], [-0.389, 2.073, -1.014], [-1.108, 0.397, 1.365], [0.972, 0.482, -0.124], [-0.293, 1.107, 0.851], [-0.580, -0.518, 1.339], [-0.081, 1.235, -0.142], [0.485, 0.044, -0.161]],
  "nbo_charge": [-0.871, -0.984, 0.693, -0.302, 0.166, 0.227, 0.223, 0.235, 0.237, 0.244, 0.132],
  "e_lumo_ev": 0.15,
  "e_homo_ev": -9.5,
  "smiles": "C=PC.S",
  "relative_energy_kcal_mol": 50.4
}


# 5
{
  "formula": "C2H7PS2",
  "method": "wB97M-V/def2-TZVPD",
  "species": ["C", "C", "P", "S", "S", "H", "H", "H", "H", "H", "H", "H"],
  "coordinates": [[0.85394, -0.06292, -1.04321], [0.51440, -1.04094, 0.00767], [-2.06014, 0.58982, -0.32882], [-3.92451, -0.47077, -0.35987], [-0.90926, -0.50604, 1.08457], [1.32684, 0.81614, -0.58972], [1.78094, -0.49908, -1.31046], [0.20371, 0.18692, -1.92641], [1.36017, -1.16900, 0.69600], [0.22230, -2.02263, -0.50169], [-2.70329, 1.86532, 0.87636], [-4.39157, -0.59042, 0.83915]],
  "atomic_forces_ev_per_a": [[1.406, 1.297, -0.421], [-2.284, -1.441, 0.066], [-1.863, 1.777, 3.207], [0.448, -0.003, -2.190], [0.111, 0.153, -0.260], [-0.992, 0.556, -0.004], [1.006, -0.590, -1.780], [0.595, -0.567, 1.227], [-0.351, -0.140, -0.249], [0.516, 1.106, 1.047], [1.423, -2.305, -2.226], [-0.015, 0.156, 1.581]],
  "nbo_charge": [-0.660, -0.489, 0.299, -0.316, -0.102, 0.218, 0.226, 0.237, 0.230, 0.216, 0.005, 0.134],
  "e_lumo_ev": 0.16,
  "e_homo_ev": -9.0,
  "relative_energy_kcal_mol": 42.3
}


# 6
{
  "formula": "C2H7PS2",
  "method": "wB97M-V/def2-TZVPD",
  "species": ["C", "C", "P", "S", "S", "H", "H", "H", "H", "H", "H", "H"],
  "coordinates": [[-0.52760, -0.77059, -0.89726], [-0.77806, 0.42644, -0.22659], [2.62513, -0.70926, 0.09753], [-2.73306, 0.68390, -0.01542], [2.58555, 1.36838, -0.27230], [0.01992, -0.68670, -1.86692], [-0.47650, -1.60700, -0.20756], [-0.56259, 0.50441, 0.89315], [-0.46972, 1.38243, -0.71976], [2.57932, -0.23398, 1.51016], [-2.76168, -0.51078, 0.37867], [2.71357, 1.25169, -1.53172]],
  "atomic_forces_ev_per_a": [[1.354, -0.700, -0.875], [-1.381, 3.685, 2.176], [0.211, 1.295, 1.644], [0.877, 2.062, -1.142], [-0.083, -0.305, 1.692], [-0.785, -0.714, 0.890], [0.035, -0.516, -0.827], [0.281, -0.369, -1.655], [-0.166, -0.985, 0.395], [0.037, -1.004, -0.977], [-0.571, -2.461, 0.938], [0.191, 0.012, -2.258]],
  "nbo_charge": [-0.323, -0.533, 0.174, -0.091, -0.233, 0.198, 0.186, 0.232, 0.228, -0.041, 0.092, 0.111],
  "e_lumo_ev": [0.42, -1.45],
  "e_homo_ev": [-7.6, -9.0],
  "spin_multiplicity": 3,
  "relative_energy_kcal_mol": 6.5,
  "s2": 2.0123
}


# 7
{
  "formula": "C2H7PSi",
  "method": "wB97M-V/def2-TZVPD",
  "species": ["C", "C", "Si", "P", "H", "H", "H", "H", "H", "H", "H"],
  "coordinates": [[1.42285, -0.48132, 0.63265], [0.43666, -1.24238, 0.87089], [-1.55144, 1.02149, -0.89733], [2.81532, 0.34273, 0.25689], [-0.25089, 0.34347, -0.86595], [-0.05058, -1.98193, 0.10415], [-0.29074, -0.94380, 1.66286], [-1.99887, 1.08630, 0.46629], [-2.63624, 0.08406, -1.56843], [-1.53146, 2.37882, -1.78802], [3.63541, -0.60744, 1.12599]],
  "atomic_forces_ev_per_a": [[-2.351, -2.033, 1.289], [-2.865, -0.943, -0.892], [-1.122, 0.196, -2.573], [4.838, 1.009, -0.244], [-0.139, 0.338, -0.492], [0.990, 0.926, 1.224], [0.441, -0.638, -0.017], [-0.189, 0.537, 0.771], [1.118, 0.844, 0.486], [-0.007, -1.540, 1.360], [-0.715, 1.304, -0.913]],
  "nbo_charge": [-0.326, -0.486, 0.582, 0.410, -0.155, 0.212, 0.221, -0.161, -0.147, -0.126, -0.024],
  "e_lumo_ev": [0.58, -2.65],
  "e_homo_ev": [-6.4, -9.6],
  "spin_multiplicity": 3,
  "relative_energy_kcal_mol": 51.5,
  "s2": 2.0143
}


# 8
{
  "formula": "C2H7S",
  "method": "wB97M-V/def2-TZVPD",
  "species": ["C", "H", "H", "H", "H", "C", "S", "H", "H", "H"],
  "coordinates": [[-0.71904, 0.23022, -3.12439], [-1.77387, 0.44198, -3.35315], [-0.54700, 0.13519, -2.06186], [-0.51670, -0.71210, -3.62329], [-0.14722, 1.11462, -3.40286], [0.67392, -0.24178, 3.26744], [1.71329, -0.24828, 1.75179], [0.42824, -1.27146, 3.54137], [-0.30336, 0.17816, 3.02139], [1.19174, 0.37345, 3.98356]],
  "atomic_forces_ev_per_a": [[-0.822, 0.419, 0.066], [0.192, 0.067, 0.393], [-0.255, -0.278, 0.325], [0.640, 0.186, -0.182], [0.261, -0.399, -0.574], [-0.367, -0.271, -1.419], [0.062, -0.065, -0.201], [0.462, 0.098, 0.629], [-0.018, 0.407, 0.173], [-0.155, -0.165, 0.790]],
  "nbo_charge": [-0.858, 0.194, 0.243, 0.207, 0.210, -0.748, -0.768, 0.172, 0.167, 0.180],
  "e_lumo_ev": 3.76,
  "total_charge": -1,
  "e_homo_ev": -1.9,
  "relative_energy_kcal_mol": 15.0
}


# 9
{
  "formula": "C2H7S3",
  "method": "wB97M-V/def2-TZVPD",
  "species": ["C", "C", "S", "S", "H", "H", "H", "H", "H", "H", "S", "H"],
  "coordinates": [[-1.00890, -0.65571, 0.77976], [0.07292, -1.06289, -0.19742], [-0.46262, -0.80111, -1.93089], [0.64772, 0.82312, -2.62948], [-1.92819, -1.22810, 0.58865], [-1.23164, 0.39085, 0.59037], [-0.75521, -0.73796, 1.83418], [0.40895, -2.09976, -0.11135], [0.93861, -0.41054, -0.07338], [0.68134, 1.62142, -1.53243], [0.83940, 1.90564, 0.90718], [1.79764, 2.25505, 1.77480]],
  "atomic_forces_ev_per_a": [[-0.832, -0.121, -0.525], [0.574, -0.030, -0.234], [-0.239, 0.104, 0.151], [0.229, -0.237, -0.140], [0.104, -0.034, 0.088], [-0.092, 0.020, 0.173], [0.348, -0.120, -0.065], [-0.180, -0.005, 0.022], [0.007, -0.075, 0.180], [-0.182, -0.061, 0.255], [0.140, 0.437, 0.164], [0.123, 0.122, -0.069]],
  "nbo_charge": [-0.622, -0.545, 0.019, -0.237, 0.175, 0.245, 0.217, 0.195, 0.284, 0.198, -1.033, 0.104],
  "e_lumo_ev": 3.35,
  "total_charge": -1,
  "e_homo_ev": -3.1,
  "relative_energy_kcal_mol": 10.8
}


# 10
{
  "formula": "C2H8AlO6P",
  "method": "wB97M-V/def2-TZVPD",
  "species": ["Al", "P", "O", "O", "O", "O", "C", "O", "H", "H", "H", "H", "C", "O", "H", "H", "H", "H"],
  "coordinates": [[17.53990, -8.76725, 39.38575], [19.17436, -6.55614, 41.34268], [19.57998, -7.04769, 39.93538], [18.70973, -5.15492, 40.95726], [20.37571, -6.63916, 42.23151], [17.99560, -7.39853, 41.79588], [14.66750, -7.16684, 37.40058], [14.88953, -7.83947, 38.63349], [13.61658, -7.15754, 37.10166], [15.01135, -6.13172, 37.46227], [15.20037, -7.66547, 36.59329], [14.22809, -7.53720, 39.26249], [19.69205, -11.12961, 37.16673], [19.37353, -9.75450, 37.36573], [20.73502, -11.25679, 36.86567], [19.57964, -11.68116, 38.09784], [19.07232, -11.57767, 36.38671], [19.87684, -9.25892, 36.71443]],
  "atomic_forces_ev_per_a": [[0.559, 0.686, 0.665], [-0.221, -0.701, -0.074], [-0.097, 0.041, -0.583], [-0.076, 0.127, -0.219], [0.193, 0.006, 0.191], [-0.426, -0.219, -0.171], [-0.168, 0.480, -0.312], [0.082, -0.254, -0.108], [-0.044, -0.087, 0.210], [0.031, -0.012, -0.062], [0.211, -0.155, 0.231], [0.072, 0.011, 0.095], [0.358, -0.297, -0.228], [-0.033, -0.132, 0.073], [-0.008, 0.106, 0.031], [-0.240, 0.148, 0.058], [-0.125, 0.014, 0.113], [-0.071, 0.238, 0.090]],
  "nbo_charge": [0.916, 2.406, -0.824, -0.687, -0.835, -1.006, -0.257, -0.750, 0.177, 0.176, 0.184, 0.485, -0.255, -0.750, 0.178, 0.186, 0.170, 0.485],
  "e_lumo_ev": -3.99,
  "e_homo_ev": -9.9,
  "relative_energy_kcal_mol": 10.1
}